Here is 2 unconnected molecules or ions with the total composition C4H7ClN2 at a distorted geometry from the Open Molecules 2025 dataset. Energies are from wB97M-V/def2-TZVPD.

Structure (XYZ):
```
14
Properties=species:S:1:pos:R:3:forces:R:3:lowdin_charge:R:1
C -1.126 -2.157 -0.300 -0.935 -0.481 0.932 -0.359
C 0.923 -0.475 1.165 -4.270 -2.312 1.048 -0.015
C 0.976 0.780 -0.985 -0.781 -1.314 -2.799 -0.038
C 0.384 -0.380 -0.242 -0.960 0.422 1.157 -0.367
N -1.828 -3.015 0.035 0.431 0.034 -0.062 0.130
N -0.511 -1.108 -0.792 1.235 0.971 -0.955 0.109
Cl -2.688 1.963 -0.283 -0.047 0.795 0.555 0.265
H 0.276 -0.921 2.061 0.874 1.086 -2.292 0.148
H 1.650 -1.173 1.036 2.604 -2.324 -0.067 0.055
H 1.396 0.375 1.445 1.098 2.713 0.952 0.032
H 0.168 1.558 -1.064 0.966 -0.576 -0.201 0.073
H 1.330 0.368 -2.030 -0.992 1.167 1.790 0.131
H 1.841 1.131 -0.488 0.706 0.634 0.492 0.050
H -2.792 3.054 0.442 0.070 -0.816 -0.550 -0.214
```
Forces are in eV/Å.

Computed properties:
**Total energy**: -726.26326 Eh
**Gap between HOMO and LUMO**: 10.29 eV
**SMILES**: CC(C)=NC#N.Cl
**Total charge**: 0
**Largest force on an atom**: 4.97 eV Å⁻¹
**Relative energy (zero: lowest compared OMol25 entry of this formula, charge and spin)**: 202.9 kJ/mol
**Highest occupied orbital energy**: -9.9125 eV
**Lowest unoccupied orbital energy**: 0.37 eV